Molecular formula: C8H8OS
Method: DFT, wB97M-V/def2-TZVPD

Geometry as XYZ:
```
18
Properties=species:S:1:pos:R:3:nbo_charge:R:1
C -0.775 3.328 -0.716 -0.30
C -0.584 2.386 0.334 -0.46
C -0.293 -0.189 0.121 -0.23
C 0.354 -0.473 -1.120 -0.20
C 1.238 -1.573 -1.169 -0.24
C 1.411 -2.407 -0.083 -0.19
C 0.582 -2.303 1.112 -0.22
C -0.253 -1.289 1.051 -0.21
H -1.515 3.153 -1.426 0.20
H 0.041 4.172 -0.847 0.23
H 0.322 2.412 0.938 0.22
H 0.167 0.180 -1.980 0.22
H 1.607 -1.713 -2.316 0.23
H 1.987 -3.378 -0.088 0.22
H 0.536 -3.108 1.847 0.23
H -0.686 -0.765 2.048 0.25
O -2.482 0.533 1.799 -0.87
S -1.657 1.034 0.494 1.12
```

Results
- E_tot: -21303.40665 eV
- Net charge: 0
- Gap between HOMO and LUMO: 8.68 eV
- HOMO level: -8.79 eV
- Energy above the lowest of the compared OMol25 structures with the same formula, charge and spin: 309.0 kJ/mol

***

Molecular formula: C8H8OS2
Method: DFT, wB97M-V/def2-TZVPD

Geometry as XYZ:
```
19
Properties=species:S:1:pos:R:3:nbo_charge:R:1
C -1.293 0.947 0.701 -0.46
C -1.006 1.217 -0.555 -0.12
C -1.545 2.487 -1.407 -0.65
S 0.103 0.236 -1.524 0.28
C 0.990 -0.635 -0.153 -0.10
C 2.327 -0.401 0.172 -0.26
C 2.797 -1.172 1.206 -0.39
S 1.533 -2.203 1.730 0.53
C 0.452 -1.679 0.557 -0.42
C -0.738 -2.438 0.214 0.38
O -1.630 -2.032 -0.493 -0.50
H -1.775 1.613 1.389 0.22
H -0.888 -0.011 0.934 0.20
H -0.596 2.919 -1.798 0.22
H -2.043 3.236 -0.780 0.22
H -2.323 2.095 -2.136 0.23
H 2.940 0.189 -0.448 0.23
H 3.674 -0.929 1.713 0.24
H -0.979 -3.440 0.679 0.14
```

Results
- E_tot: -32141.36370 eV
- Net charge: 0
- Structure (SMILES): C=C(C)Sc1ccsc1C=O
- Gap between HOMO and LUMO: 8.08 eV
- HOMO level: -8.36 eV
- Energy above the lowest of the compared OMol25 structures with the same formula, charge and spin: 193.4 kJ/mol

***

Molecular formula: C8H8OS2
Method: DFT, wB97M-V/def2-TZVPD

Geometry as XYZ:
```
19
Properties=species:S:1:pos:R:3:nbo_charge:R:1
S 3.219 0.898 0.478 -0.01
C 1.678 0.388 -0.380 0.18
O 1.786 -0.489 -1.389 -0.39
C 0.570 -0.847 -1.743 0.09
C -0.368 -0.167 -0.936 -0.12
C -1.825 -0.037 -1.027 -0.18
C -2.366 0.906 -0.173 -0.22
C -1.619 1.701 0.783 -0.22
C -0.298 1.515 0.872 -0.17
C 0.400 0.601 0.016 -0.19
H 2.700 1.808 1.309 0.14
H 0.405 -1.629 -2.623 0.22
H -2.221 -0.701 -1.743 0.22
H -3.406 0.844 -0.086 0.21
H -2.109 2.170 1.598 0.22
H 0.126 2.067 1.675 0.21
S 0.497 -2.796 1.119 -0.31
H 1.822 -2.233 0.859 0.17
H 1.009 -3.999 1.390 0.14
```

Results
- E_tot: -32141.29760 eV
- Net charge: 0
- Structure (SMILES): Sc1occ2ccccc12.S
- Gap between HOMO and LUMO: 7.92 eV
- HOMO level: -7.52 eV
- Energy above the lowest of the compared OMol25 structures with the same formula, charge and spin: 199.7 kJ/mol

***

Molecular formula: C8H8OSe
Method: DFT, wB97M-V/def2-TZVPD

Geometry as XYZ:
```
18
Properties=species:S:1:pos:R:3:nbo_charge:R:1
C -2.159 -1.219 0.341 -0.21
C -1.354 -2.328 0.197 -0.19
C -1.615 0.083 0.215 -0.18
C 0.025 -2.081 -0.053 -0.25
C -0.320 0.299 -0.153 -0.23
C 0.507 -0.811 -0.241 -0.08
C 2.723 1.357 -0.237 -0.66
C 0.231 1.604 -0.348 0.23
O -0.129 2.604 0.438 -0.66
Se 2.518 -0.536 -0.066 0.30
H -3.166 -1.328 0.444 0.21
H -1.671 -3.301 0.056 0.21
H -2.279 0.851 0.210 0.20
H 0.624 -2.954 -0.294 0.22
H 2.663 1.797 -1.158 0.17
H 2.958 1.878 0.635 0.19
H 0.829 1.728 -1.350 0.23
H -0.384 2.358 1.364 0.50
```

Results
- E_tot: -75814.88778 eV
- Net charge: 0
- Gap between HOMO and LUMO (spin up / spin down): 6.99 / 7.73 eV
- HOMO level (spin up / spin down): -7.16 / -7.64 eV
- Energy above the lowest of the compared OMol25 structures with the same formula, charge and spin: 323.9 kJ/mol

***

Molecular formula: C8H8Se
Method: DFT, wB97M-V/def2-TZVPD

Geometry as XYZ:
```
17
Properties=species:S:1:pos:R:3:nbo_charge:R:1
C -2.208 -1.194 0.100 -0.23
C -1.221 -2.168 0.080 -0.19
C -1.653 0.084 -0.166 -0.19
C 0.158 -1.841 -0.107 -0.24
C -0.276 0.464 -0.185 -0.14
C 0.679 -0.576 -0.055 -0.19
C 0.071 1.875 -0.382 -0.27
C 2.617 1.453 0.256 -0.59
Se 2.561 -0.375 0.004 0.42
H -3.245 -1.393 0.441 0.23
H -1.455 -3.162 0.103 0.20
H -2.317 0.985 -0.165 0.21
H 0.730 -2.785 -0.246 0.22
H -0.085 2.416 -1.265 0.19
H -0.070 2.464 0.540 0.19
H 3.450 1.978 -0.149 0.20
H 2.263 1.776 1.195 0.18
```

Results
- E_tot: -73767.51710 eV
- Net charge: 0
- Gap between HOMO and LUMO (spin up / spin down): 7.92 / 7.81 eV
- HOMO level (spin up / spin down): -7.68 / -8.01 eV
- Energy above the lowest of the compared OMol25 structures with the same formula, charge and spin: 314.5 kJ/mol

***

Molecular formula: C8H93NO42Si
Method: DFT, wB97M-V/def2-TZVPD

Geometry as XYZ:
```
145
Properties=species:S:1:pos:R:3:lowdin_charge:R:1
C 1.616 -0.109 4.447 -0.09
C 2.499 -0.042 3.187 -0.23
C 1.581 -0.506 2.044 -0.29
C 2.048 -0.143 0.608 -0.24
Si 0.427 0.120 -0.253 0.73
C 0.657 0.849 -1.999 -0.23
O 1.100 2.243 -1.867 -0.19
N 0.120 3.111 -2.397 -0.03
O -0.667 3.421 -1.586 0.08
C -0.391 -1.612 -0.339 -0.18
O -1.617 -1.759 0.440 -0.05
C -1.519 -2.178 1.698 -0.54
C -2.577 -1.669 2.635 0.04
O -0.679 -2.954 2.113 0.06
H 0.577 0.108 4.208 0.06
H 1.661 -1.133 4.811 0.05
H 1.937 0.613 5.189 0.04
H 3.317 -0.748 3.259 0.09
H 2.882 0.955 3.018 0.07
H 1.435 -1.581 2.088 0.08
H 0.621 -0.002 2.202 0.06
H 2.596 -0.991 0.196 0.09
H 2.698 0.727 0.596 0.07
H -0.361 1.087 0.541 0.03
H -0.272 0.834 -2.574 0.06
H 1.422 0.335 -2.578 0.07
H -0.694 -1.775 -1.374 0.09
H 0.345 -2.384 -0.121 0.09
H -2.949 -2.538 3.171 0.09
H -2.137 -0.992 3.361 0.10
H -3.416 -1.237 2.099 0.08
O 1.013 2.917 4.448 -0.07
H 1.261 3.131 5.365 0.00
H 1.106 3.752 3.978 0.04
O -0.592 5.648 -3.954 -0.05
H -0.525 5.180 -3.112 0.00
H -1.538 5.706 -4.120 0.05
O 1.264 7.740 -2.694 -0.07
H 1.752 7.286 -1.993 0.02
H 0.575 7.116 -2.959 0.00
O -0.662 -3.293 5.105 -0.04
H -1.439 -3.861 5.093 0.06
H -0.337 -3.322 4.190 0.04
O -2.583 0.972 -4.309 -0.05
H -2.291 1.745 -3.815 0.04
H -2.095 1.017 -5.145 0.03
O -2.588 0.372 -7.042 -0.07
H -3.298 -0.021 -6.524 0.02
H -2.688 -0.049 -7.902 0.05
O 1.214 -2.200 7.090 -0.06
H 1.568 -2.804 7.752 0.03
H 0.533 -2.718 6.639 -0.01
O 4.171 2.213 4.629 -0.04
H 4.468 1.701 5.388 0.04
H 4.940 2.731 4.373 0.04
O 1.645 -4.947 1.189 -0.05
H 1.415 -5.820 0.843 0.00
H 0.879 -4.684 1.711 0.00
O -4.461 -0.345 -1.958 -0.04
H -4.014 -0.736 -1.200 0.03
H -3.774 0.164 -2.406 0.01
O 4.407 -1.849 7.871 -0.04
H 4.366 -2.411 8.651 0.05
H 3.485 -1.717 7.621 0.01
O 1.648 -7.700 -0.233 -0.05
H 0.840 -8.232 -0.276 0.01
H 2.043 -7.801 -1.103 0.05
O 3.460 -2.963 2.777 -0.04
H 3.814 -3.436 3.538 0.01
H 2.785 -3.549 2.413 0.00
O -1.272 -8.247 -0.846 -0.06
H -1.848 -7.515 -1.087 0.03
H -1.854 -8.857 -0.382 0.03
O 2.226 -1.659 -3.854 -0.07
H 1.527 -1.344 -4.442 0.00
H 2.748 -2.236 -4.418 0.03
O -2.157 2.764 -8.629 -0.06
H -2.108 2.340 -7.761 0.01
H -3.102 2.781 -8.813 0.02
O -0.861 4.572 6.016 -0.06
H -1.133 3.785 5.531 0.03
H -1.607 4.796 6.580 0.03
O 5.244 -3.485 5.244 -0.04
H 5.874 -4.152 5.534 0.06
H 4.903 -3.089 6.060 0.03
O -3.571 -2.070 -7.458 -0.06
H -3.091 -2.496 -6.742 0.04
H -4.267 -2.693 -7.685 0.05
O -4.331 -1.775 -4.810 -0.06
H -5.008 -1.611 -4.144 0.03
H -3.709 -1.050 -4.666 0.00
O -2.545 -8.062 1.676 -0.06
H -3.340 -7.990 2.213 0.04
H -2.023 -7.278 1.902 0.01
O 6.946 -1.048 5.090 -0.06
H 6.490 -1.903 5.082 -0.01
H 7.528 -1.085 5.854 0.03
O 0.770 3.053 -9.254 -0.07
H 0.418 3.082 -10.148 0.03
H -0.021 2.968 -8.709 -0.01
O 1.954 2.803 7.069 -0.05
H 2.562 2.071 7.217 0.02
H 1.644 3.027 7.953 0.03
O 1.365 -0.741 -6.568 -0.05
H 0.647 -0.157 -6.834 0.04
H 1.998 -0.681 -7.293 0.02
O -4.654 3.219 -7.258 -0.06
H -5.379 3.352 -6.630 0.00
H -4.061 3.962 -7.103 0.05
O -7.436 3.724 -6.818 -0.05
H -8.238 3.196 -6.725 0.06
H -7.161 3.571 -7.730 0.06
O 2.303 3.036 1.421 -0.05
H 1.937 3.089 0.530 0.02
H 1.533 2.916 1.988 0.02
O 2.742 0.732 9.007 -0.04
H 2.252 -0.075 8.813 0.03
H 3.327 0.498 9.734 0.05
O -0.167 -6.625 2.973 -0.05
H 0.401 -7.217 2.466 0.05
H -0.582 -7.198 3.627 0.05
O -1.515 -5.089 -0.077 -0.04
H -1.318 -4.321 0.471 -0.01
H -0.934 -4.985 -0.838 0.05
O 3.507 7.860 -1.099 -0.05
H 3.823 8.208 -0.260 0.05
H 3.528 8.615 -1.698 0.05
O -0.094 9.875 -4.450 -0.07
H 0.391 9.408 -3.756 0.00
H -0.778 9.255 -4.716 0.02
O 3.047 -1.543 -9.121 -0.05
H 3.565 -2.309 -9.388 0.04
H 3.703 -0.845 -9.008 0.05
O 2.602 4.650 9.493 -0.06
H 2.881 5.317 10.126 0.03
H 3.164 4.790 8.723 0.04
O -9.591 6.100 -6.472 -0.06
H -8.902 5.460 -6.262 0.00
H -9.822 6.499 -5.629 0.03
O -6.017 2.551 -4.496 -0.05
H -6.923 2.499 -4.811 0.02
H -5.709 1.639 -4.474 0.04
O 1.198 -5.200 6.471 -0.06
H 0.583 -4.734 5.887 -0.01
H 1.768 -5.684 5.865 0.04
```

Results
- E_tot: -105166.71460 eV
- Net charge: 0
- Gap between HOMO and LUMO: 8.51 eV
- HOMO level: -9.29 eV

***

Molecular formula: C8H9AgF6NO4S2
Method: DFT, wB97M-V/def2-TZVPD

Geometry as XYZ:
```
31
Properties=species:S:1:pos:R:3:nbo_charge:R:1
Ag -1.050 0.047 0.120 0.69
F -3.426 -3.820 -1.242 -0.32
C -3.422 -2.477 -1.391 0.74
F -4.084 -2.172 -2.517 -0.32
F -2.132 -2.107 -1.497 -0.33
S -4.038 -1.519 0.190 2.23
O -3.370 -2.315 1.189 -0.90
O -5.441 -1.576 -0.018 -0.91
N -3.366 -0.021 0.159 -1.29
S -3.986 1.424 0.464 2.21
O -5.384 1.502 0.839 -0.93
O -3.024 2.120 1.271 -0.92
C -4.072 2.677 -1.082 0.77
F -4.139 3.965 -0.667 -0.32
F -2.882 2.465 -1.674 -0.33
F -5.081 2.465 -1.937 -0.31
C 4.070 0.392 1.878 -0.59
C 3.728 -0.052 0.466 -0.19
C 4.271 -1.479 0.247 -0.58
C 4.347 0.943 -0.517 -0.58
C 2.256 -0.052 0.386 -0.07
C 0.993 -0.073 0.315 -0.58
H 5.152 0.552 1.996 0.19
H 3.706 -0.347 2.622 0.21
H 3.563 1.313 2.173 0.22
H 5.306 -1.489 0.586 0.19
H 4.253 -1.713 -0.802 0.20
H 3.705 -2.228 0.792 0.22
H 5.423 0.965 -0.364 0.19
H 3.952 1.958 -0.443 0.22
H 4.171 0.651 -1.541 0.21
```

Results
- E_tot: -60095.52817 eV
- Net charge: -1
- Gap between HOMO and LUMO: 8.56 eV
- HOMO level: -5.58 eV
- Energy above the lowest of the compared OMol25 structures with the same formula, charge and spin: 0.0 kJ/mol

***

Molecular formula: C8H9Br
Method: DFT, wB97M-V/def2-TZVPD

Geometry as XYZ:
```
18
Properties=species:S:1:pos:R:3:nbo_charge:R:1
C 0.037 0.271 1.577 -0.17
C -1.626 -1.245 0.542 -0.17
C 1.070 -0.472 1.155 -0.29
C -0.656 -2.028 0.062 -0.24
C -0.940 0.147 0.433 -0.30
C -0.031 0.076 -0.840 -0.26
C 0.564 -1.043 -0.103 0.34
C 0.842 1.282 -1.168 -0.63
Br 3.064 -2.604 -1.488 -0.46
H 0.040 0.761 2.551 0.24
H -2.661 -1.327 0.806 0.24
H 2.104 -0.741 1.464 0.27
H -0.617 -3.066 -0.200 0.25
H -1.519 1.055 0.484 0.25
H -0.529 -0.342 -1.761 0.24
H 0.317 2.280 -1.329 0.23
H 1.326 0.982 -2.049 0.24
H 1.668 1.301 -0.477 0.23
```

Results
- E_tot: -78478.91646 eV
- Net charge: 0
- Gap between HOMO and LUMO (spin up / spin down): 7.89 / 6.10 eV
- HOMO level (spin up / spin down): -9.07 / -8.42 eV
- Energy above the lowest of the compared OMol25 structures with the same formula, charge and spin: 446.2 kJ/mol

***

Molecular formula: C8H9Br13FO3P
Method: DFT, wB97M-V/def2-TZVPD

Geometry as XYZ:
```
35
Properties=species:S:1:pos:R:3:nbo_charge:R:1
O -2.349 4.664 -0.251 -0.55
C -2.423 3.396 -0.664 0.82
O -3.248 2.257 -0.144 -0.56
C -4.044 1.838 -1.345 0.47
F -5.010 0.747 -1.039 -0.34
C -2.821 1.539 -2.425 -0.47
C -1.678 2.635 -1.941 -0.69
P -0.023 2.016 -1.219 1.02
O 1.208 2.799 -2.231 -0.98
Br 0.288 -0.228 -1.578 -0.20
H -4.480 2.899 -1.673 0.17
H -2.477 0.398 -2.456 0.27
H -3.071 1.915 -3.524 0.24
H -1.577 3.512 -2.737 0.28
H 1.339 3.717 -1.812 0.50
C 3.792 -1.867 -3.255 -0.49
Br 2.198 -2.858 -2.745 0.09
Br 4.371 -2.305 -5.059 0.08
Br 3.561 0.050 -3.014 0.10
H 4.593 -2.180 -2.577 0.22
C -3.100 6.078 2.757 -0.49
Br -2.806 8.001 2.747 0.08
Br -2.038 5.190 4.123 0.08
Br -4.989 5.635 2.908 0.08
H -2.759 5.697 1.789 0.24
C 4.250 -3.922 1.063 -0.49
Br 3.055 -5.440 0.835 0.10
Br 5.170 -3.471 -0.590 0.07
Br 3.331 -2.385 1.822 0.10
H 5.017 -4.224 1.784 0.23
C 1.363 -7.340 4.498 -0.49
Br 0.349 -6.825 6.075 0.09
Br 0.361 -7.033 2.859 0.09
Br 3.110 -6.485 4.449 0.08
H 1.538 -8.419 4.568 0.23
```

Results
- E_tot: -937138.29108 eV
- Net charge: 0
- Gap between HOMO and LUMO: 8.55 eV
- HOMO level: -9.44 eV

***

Molecular formula: C8H9CeFI2O4RhS
Method: DFT, wB97M-V/def2-TZVPD

Geometry as XYZ:
```
27
Properties=species:S:1:pos:R:3:mulliken_spin:R:1
I 3.760 -0.405 3.032 0.89
I 3.138 2.620 1.245 1.09
Ce 1.133 0.775 2.658 1.06
Rh -0.834 -1.185 1.178 0.91
S 1.167 -0.677 -0.091 0.85
C -2.553 -1.591 0.487 0.06
C -1.089 -2.009 2.892 0.02
C 0.665 -0.187 -1.802 -0.04
C 1.734 0.789 -2.284 0.06
C -0.692 0.480 -1.827 0.01
C 0.641 -1.451 -2.654 0.05
C -1.584 1.928 3.607 0.00
C -1.489 0.585 1.233 -0.03
O -1.319 -2.667 3.818 0.04
O -3.632 -1.690 0.069 0.01
O -2.526 2.347 4.115 0.00
O -2.189 1.511 1.082 0.00
H 1.477 1.128 -3.295 0.02
H 2.718 0.306 -2.308 -0.01
H 1.795 1.655 -1.614 -0.02
H -0.925 0.700 -2.875 0.00
H -0.681 1.418 -1.271 0.00
H -1.471 -0.176 -1.431 0.00
H 0.368 -1.182 -3.679 0.02
H -0.096 -2.167 -2.281 0.00
H 1.617 -1.940 -2.668 0.00
F 0.866 1.085 4.666 0.00
```

Results
- E_tot: -62270.99726 eV
- Net charge: +4
- 2S+1: 6
- Gap between HOMO and LUMO (spin up / spin down): 5.14 / 4.56 eV
- <S²>: 8.768
- HOMO level (spin up / spin down): -23.96 / -23.75 eV

***

Molecular formula: C8H9Cl2NO2
Method: DFT, wB97M-V/def2-TZVPD

Geometry as XYZ:
```
22
Properties=species:S:1:pos:R:3:nbo_charge:R:1
O 1.098 0.547 -4.498 -0.37
N 0.484 -0.257 -3.832 0.53
O -0.244 -1.130 -4.268 -0.38
C 0.773 -0.287 -2.401 0.02
C 1.425 0.787 -1.831 -0.19
C 1.653 0.773 -0.460 -0.21
C 1.278 -0.337 0.284 -0.19
C 0.629 -1.412 -0.319 -0.22
C 0.359 -1.382 -1.676 -0.19
H 1.682 1.619 -2.471 0.25
H 2.198 1.588 -0.005 0.23
H 1.511 -0.352 1.342 0.23
H 0.343 -2.264 0.284 0.22
H -0.190 -2.152 -2.200 0.25
Cl -3.666 0.211 2.119 -0.06
C -2.106 1.021 2.447 -0.38
C -1.127 0.025 3.034 -0.38
Cl 0.270 0.904 3.722 -0.07
H -2.323 1.834 3.135 0.22
H -1.715 1.465 1.534 0.22
H -0.737 -0.622 2.254 0.22
H -1.593 -0.577 3.806 0.23
```

Results
- E_tot: -39069.37822 eV
- Net charge: 0
- Structure (SMILES): O=[N+]([O-])c1ccccc1.ClCCCl
- Gap between HOMO and LUMO: 9.78 eV
- HOMO level: -10.31 eV
- Energy above the lowest of the compared OMol25 structures with the same formula, charge and spin: 192.5 kJ/mol

***

Molecular formula: C8H9ClCrI2LuO8S
Method: DFT, wB97M-V/def2-TZVPD

Geometry as XYZ:
```
31
Properties=species:S:1:pos:R:3:nbo_charge:R:1
I 3.342 2.735 -0.177 0.53
I 1.921 4.674 1.243 0.92
Cr 1.257 1.164 0.143 0.23
Lu 0.019 -0.991 1.702 1.77
S 1.312 -0.858 -0.689 0.04
C -2.155 -0.106 1.368 0.41
C -1.858 -2.670 1.970 0.45
C 0.433 -0.501 -2.270 -0.07
C 1.059 0.736 -2.952 -0.64
C -1.062 -0.326 -2.058 -0.64
C 0.738 -1.745 -3.110 -0.63
C 0.306 1.536 1.808 0.40
C -0.162 2.272 -0.284 0.55
O -2.570 -3.344 2.561 -0.22
O -3.244 0.264 1.404 -0.24
O -0.172 2.162 2.691 -0.24
O -0.913 3.159 -0.417 -0.28
H 0.551 0.855 -3.924 0.31
H 2.120 0.544 -3.156 0.25
H 1.025 1.690 -2.392 0.17
H -1.546 -0.216 -3.034 0.31
H -1.343 0.550 -1.468 0.18
H -1.484 -1.203 -1.570 0.23
H 0.259 -1.602 -4.100 0.29
H 0.310 -2.623 -2.592 0.24
H 1.823 -1.853 -3.196 0.25
O 0.219 0.412 5.209 -0.64
Cl 0.010 -0.860 4.596 2.41
O -0.131 -2.044 5.420 -0.57
O -1.247 -0.730 3.678 -0.86
O 1.183 -1.081 3.596 -0.89
```

Results
- E_tot: -126364.25815 eV
- Net charge: +4
- 2S+1: 4
- Gap between HOMO and LUMO (spin up / spin down): 5.54 / 4.52 eV
- <S²>: 3.882
- HOMO level (spin up / spin down): -23.54 / -23.54 eV
- Energy above the lowest of the compared OMol25 structures with the same formula, charge and spin: 5.1 kJ/mol